A 2-piece molecular cluster, C27H33BrF3N2O9 overall, computed with ωB97M-V/def2-TZVPD.

- E_tot (a.u.) = -4708.60805
- largest force on an atom (eV/Å) = 6.75
- total charge = -1
- gap between HOMO and LUMO (eV) = 2.114

Element x y z (Å)
1 C 3.552 -4.863 2.111
2 C 3.713 -5.583 0.695
3 O 3.807 -6.849 0.688
4 O 3.793 -4.913 -0.571
5 C 2.523 -5.004 -1.294
6 C 2.137 -3.504 -1.809
7 C 1.891 -2.653 -0.450
8 C 3.127 -1.826 0.088
9 C 2.895 -1.042 1.410
10 C 1.510 -1.085 2.149
11 C 0.286 -1.882 1.635
12 C -1.080 -1.894 2.460
13 O -1.261 -3.285 2.932
14 C -2.617 -3.544 3.226
15 F -2.678 -4.907 3.687
16 F -3.474 -3.467 2.098
17 F -3.098 -2.736 4.292
18 C 0.494 -2.683 0.285
19 C -0.693 -3.548 -0.388
20 C -1.237 -2.667 -1.642
21 O -1.274 -1.413 -1.515
22 Br -1.866 -3.587 -3.313
23 C 1.749 -0.195 3.451
24 O 1.234 -0.261 4.605
25 N 2.818 0.746 2.982
26 C 2.263 1.857 2.124
27 C 1.984 3.180 3.036
28 O 2.540 4.248 2.685
29 O 1.155 3.117 4.188
30 C 3.841 -0.119 2.300
31 O 5.089 -0.116 2.455
32 H 2.473 -4.528 2.344
33 H 4.277 -3.997 2.287
34 H 3.803 -5.657 2.916
35 H 1.727 -5.275 -0.495
36 H 2.524 -5.775 -2.139
37 H 1.219 -3.502 -2.488
38 H 3.038 -3.001 -2.319
39 H 4.145 -1.810 -0.423
40 H -1.961 -1.505 1.847
41 H -0.895 -1.250 3.404
42 H -1.591 -3.702 0.303
43 H -0.320 -4.563 -0.802
44 H 2.952 2.120 1.236
45 H 1.241 1.599 1.653
46 H 0.595 2.299 4.150
47 C -0.196 3.244 -3.524
48 C -0.844 4.004 -2.349
49 C -2.072 4.795 -2.856
50 C -3.282 3.946 -3.236
51 C -3.367 2.629 -2.470
52 C -2.611 2.612 -1.123
53 N -1.209 2.960 -1.376
54 O -0.433 2.950 -0.235
55 C -2.674 1.160 -0.608
56 C -3.340 3.514 -0.107
57 C 0.173 5.064 -1.870
58 H 0.699 2.706 -3.199
59 H 0.107 3.930 -4.326
60 H -0.877 2.510 -3.963
61 H -2.384 5.509 -2.086
62 H -1.793 5.413 -3.720
63 H -4.191 4.535 -3.066
64 H -3.263 3.732 -4.310
65 H -4.422 2.369 -2.323
66 H -2.964 1.837 -3.113
67 H -2.129 0.485 -1.272
68 H -3.711 0.805 -0.558
69 H -2.250 1.061 0.397
70 H -4.376 3.179 0.029
71 H -3.381 4.562 -0.416
72 H -2.865 3.481 0.878
73 H 0.417 5.760 -2.682
74 H 1.116 4.616 -1.548
75 H -0.227 5.658 -1.042